Computed, not measured: C26H36N10ORbSSe as an isolated structure, with ωB97M-V/def2-TZVPD.

XYZ file:
```
76
Properties=species:S:1:pos:R:3:forces:R:3
Rb 0.9516 -1.0634 -0.6518 -0.51 -0.08 -0.17
C -4.5552 -3.9309 -1.3703 -0.04 0.03 -0.03
N -3.5485 -4.4725 -0.4794 0.11 0.00 0.07
C -3.6525 -5.6487 0.2311 -0.09 0.04 -0.08
C -2.5247 -5.7965 0.9307 0.06 -0.02 0.04
N -1.7014 -4.6959 0.6575 -0.10 -0.01 -0.05
C -2.3541 -3.8642 -0.2392 -0.17 -0.15 -0.02
S -1.9602 -2.4118 -0.9653 -0.03 0.03 0.02
C -0.4109 -4.5601 1.2401 0.17 0.03 0.12
C -0.0229 -5.4488 2.2462 -0.04 -0.02 0.04
C 1.2466 -5.3386 2.7747 0.01 0.02 -0.01
C 2.0965 -4.3513 2.3029 0.01 0.01 0.04
C 1.6083 -3.5085 1.3272 -0.03 0.02 0.05
N 0.3843 -3.6005 0.8037 -0.03 -0.11 -0.13
H -5.4005 -4.6143 -1.3880 0.02 -0.01 0.01
H -4.1450 -3.8179 -2.3719 0.00 -0.01 0.00
H -4.8737 -2.9501 -1.0218 0.00 -0.01 0.01
H -4.5183 -6.2831 0.1667 0.01 0.01 0.00
H -2.2389 -6.6036 1.5729 0.02 0.01 -0.01
H -0.6804 -6.2104 2.6306 -0.02 0.02 0.00
H 1.5659 -6.0205 3.5513 -0.01 0.00 0.00
H 3.0989 -4.2308 2.6876 0.00 0.00 -0.01
H 2.2335 -2.7097 0.9426 0.13 -0.05 0.08
C 5.7035 -1.2737 1.2164 -0.04 0.01 -0.03
N 5.5512 -0.0895 0.3929 -0.03 -0.09 0.04
C 4.4139 0.1113 -0.3161 0.09 0.10 -0.02
N 4.3399 1.2540 -1.0473 -0.04 -0.05 -0.03
O 3.4923 -0.7101 -0.3012 0.44 0.06 0.10
H 6.7014 -1.2765 1.6465 0.01 0.02 -0.01
H 5.5738 -2.1753 0.6190 0.01 -0.01 0.00
H 4.9705 -1.2854 2.0242 0.01 -0.01 0.01
H 6.2905 0.5876 0.3673 0.00 0.02 -0.01
H 5.0564 1.9552 -1.0304 0.00 0.00 0.02
H 3.4788 1.4447 -1.5391 0.01 0.01 0.00
C -0.3259 4.7041 -2.1450 -0.02 0.03 0.00
N 0.2466 4.2409 -3.3930 -0.01 -0.02 0.02
C 0.7416 3.0056 -3.6252 0.00 0.16 -0.09
Se 0.8359 1.5983 -2.4605 0.07 0.08 0.00
N 1.1699 2.9880 -4.9064 0.00 0.01 -0.03
C 0.9543 4.2179 -5.5152 0.00 0.00 0.02
C 1.2175 4.6941 -6.7882 0.01 -0.01 -0.03
C 0.8656 6.0089 -7.0493 0.01 -0.02 -0.01
C 0.2734 6.8143 -6.0739 -0.01 0.00 0.02
C 0.0111 6.3335 -4.8008 -0.03 0.03 0.02
C 0.3638 5.0192 -4.5434 0.02 -0.02 0.00
H -0.3240 3.8764 -1.4417 0.00 -0.01 0.00
H -1.3489 5.0398 -2.3114 0.00 0.00 -0.01
H 0.2662 5.5267 -1.7444 0.01 0.00 -0.01
H 1.5741 2.1648 -5.3181 0.00 -0.01 -0.01
H 1.6751 4.0713 -7.5449 0.00 0.01 0.00
H 1.0538 6.4214 -8.0310 0.00 -0.01 0.00
H 0.0147 7.8351 -6.3190 0.00 0.00 0.01
H -0.4482 6.9572 -4.0459 0.01 0.00 -0.01
C -2.8055 -1.1779 4.3203 0.02 0.02 -0.03
C -2.8268 -1.6179 2.8704 -0.01 0.00 0.02
N -1.5509 -1.2608 2.2820 -0.06 0.00 -0.03
C -1.0521 0.0199 2.4252 0.12 0.04 0.04
N -0.1566 0.4025 1.5757 -0.03 -0.04 0.01
C 0.4317 1.7162 1.7590 -0.02 0.00 -0.04
C -0.5652 2.7052 2.3403 0.01 -0.07 0.02
C -1.0850 2.1397 3.6489 0.00 -0.01 0.00
N -1.5022 0.7496 3.4917 -0.01 0.00 -0.06
C -2.5883 0.3227 4.3653 0.03 -0.02 0.01
H -1.9927 -1.6930 4.8360 0.00 0.00 0.01
H -3.7417 -1.4240 4.8213 0.00 0.00 0.00
H -3.6725 -1.1480 2.3492 -0.01 -0.01 -0.01
H -2.9495 -2.6997 2.7905 0.00 0.01 -0.01
H -1.4101 -1.5903 1.3331 -0.01 -0.03 0.06
H 0.7931 2.0638 0.7872 0.02 0.03 0.02
H 1.3089 1.6521 2.4174 0.01 0.02 0.01
H -1.3947 2.8339 1.6397 0.01 0.00 -0.01
H -0.1072 3.6803 2.5118 -0.02 0.01 0.01
H -1.9471 2.7117 3.9991 -0.02 0.00 0.01
H -0.3132 2.2081 4.4230 -0.01 0.01 0.02
H -3.5135 0.8388 4.0779 0.00 0.02 0.00
H -2.3462 0.6397 5.3824 -0.01 0.02 0.01
```
Forces are in eV/Å.

## Properties
Relative energy (zero: lowest compared OMol25 entry of this formula, charge and spin) in kJ/mol: 68.1
Total charge: +1
E_tot in eV: -121331.0520

Löwdin analysis output, partial charges in e: number 1, Rb, carries 0.76; number 2, C, carries -0.05; number 3, N, carries -0.13; number 4, C, carries -0.03; number 5, C, carries -0.04; number 6, N, carries 0.03; number 7, C, carries -0.70; number 8, S, carries 0.62; number 9, C, carries -0.25; number 10, C, carries 0.01; number 11, C, carries -0.04; number 12, C, carries -0.04; number 13, C, carries -0.15; number 14, N, carries 0.06; number 15, H, carries 0.09; number 16, H, carries 0.09; number 17, H, carries 0.08; number 18, H, carries 0.13; number 19, H, carries 0.11; number 20, H, carries 0.10; number 21, H, carries 0.12; number 22, H, carries 0.11; number 23, H, carries 0.06; number 24, C, carries -0.07; number 25, N, carries 0.02; number 26, C, carries -0.62; number 27, N, carries 0.18; number 28, O, carries -0.18; number 29, H, carries 0.09; number 30, H, carries 0.09; number 31, H, carries 0.08; number 32, H, carries 0.13; number 33, H, carries 0.10; number 34, H, carries 0.02; number 35, C, carries -0.02; number 36, N, carries -0.07; number 37, C, carries -0.74; number 38, Se, carries 0.62; number 39, N, carries 0.12; number 40, C, carries -0.17; number 41, C, carries 0.00; number 42, C, carries -0.08; number 43, C, carries -0.07; number 44, C, carries 0.00; number 45, C, carries -0.16; number 46, H, carries 0.04; number 47, H, carries 0.10; number 48, H, carries 0.10; number 49, H, carries 0.16; number 50, H, carries 0.12; number 51, H, carries 0.11; number 52, H, carries 0.11; number 53, H, carries 0.12; number 54, C, carries -0.16; number 55, C, carries -0.20; number 56, N, carries 0.05; number 57, C, carries -0.39; number 58, N, carries -0.02; number 59, C, carries -0.25; number 60, C, carries -0.16; number 61, C, carries -0.15; number 62, N, carries -0.04; number 63, C, carries -0.16; number 64, H, carries 0.12; number 65, H, carries 0.12; number 66, H, carries 0.13; number 67, H, carries 0.11; number 68, H, carries 0.01; number 69, H, carries 0.07; number 70, H, carries 0.12; number 71, H, carries 0.12; number 72, H, carries 0.11; number 73, H, carries 0.12; number 74, H, carries 0.13; number 75, H, carries 0.13; number 76, H, carries 0.13